No. 1
25
Properties=species:S:1:pos:R:3 method="wB97M-V/def2-TZVPD" gap_ev=8.799 energy_ev=-13893.148 charge=+1 relative_energy_kj_mol=142.7
C 1.416 1.947 -0.986
C -1.031 2.114 -0.775
N 0.104 2.113 -1.527
N -0.910 1.736 0.493
N -2.224 2.476 -1.308
H 0.072 2.455 -2.484
H -0.011 1.639 0.925
H -1.718 1.244 0.836
H -2.230 3.089 -2.123
H -2.908 2.858 -0.673
H 1.941 2.918 -0.867
H 2.025 1.354 -1.706
H 1.432 1.214 -0.190
C -1.545 -2.353 0.160
C 0.618 -2.633 1.692
C -0.175 -2.072 0.722
C 1.677 -1.023 0.505
N 1.839 -1.971 1.538
N 0.581 -1.272 -0.154
H 0.410 -3.435 2.364
H 2.812 -2.195 1.735
H -2.205 -2.580 0.994
H -1.449 -3.216 -0.499
H 2.653 -0.667 0.194
H -1.755 -1.499 -0.485

=====

No. 2
70
Properties=species:S:1:pos:R:3 method="wB97M-V/def2-TZVPD" gap_ev=3.563 energy_ev=-79258.556 charge=-2
Cu -0.206 1.165 2.486
C -2.577 2.753 3.823
O -1.635 1.936 4.378
H -3.518 2.787 4.410
H -2.195 3.798 3.678
H -2.835 2.502 2.764
C -2.853 -1.251 1.832
O -1.737 -0.829 2.496
H -3.558 -1.830 2.460
H -3.498 -0.415 1.462
H -2.677 -1.827 0.890
C 2.135 -0.717 4.217
O 0.887 -0.215 4.582
H 2.623 -1.343 4.999
H 1.931 -1.395 3.368
H 2.848 0.117 4.041
C 1.824 -1.265 0.544
C 1.669 -1.681 -0.877
C 2.475 -2.967 -1.062
C 2.291 -3.675 -2.383
C 0.805 -3.927 -2.651
C -0.092 -2.713 -2.357
N 0.254 -1.981 -1.154
O -0.582 -0.856 -1.008
C -0.266 -1.851 -3.656
C -1.514 -3.346 -2.201
C 2.338 -0.616 -1.809
H 1.589 -2.026 1.289
H 1.153 -0.445 0.811
H 2.830 -0.884 0.726
H 3.537 -2.708 -0.994
H 2.300 -3.696 -0.266
H 2.824 -4.625 -2.489
H 2.752 -3.100 -3.196
H 0.550 -4.774 -2.009
H 0.721 -4.240 -3.692
H -1.054 -1.101 -3.561
H 0.575 -1.191 -3.899
H -0.449 -2.506 -4.507
H -1.712 -4.063 -2.999
H -1.630 -3.799 -1.217
H -2.226 -2.532 -2.345
H 2.529 -1.075 -2.779
H 3.255 -0.184 -1.410
H 1.668 0.239 -1.940
H -0.970 -1.037 -0.130
C -2.301 2.327 -2.870
O -2.343 1.138 -2.099
C -2.617 1.388 -0.723
C -1.644 2.427 -0.089
N -0.345 1.845 0.199
C 0.726 2.833 0.176
C 0.706 3.909 1.238
O 0.856 3.325 2.538
C 2.196 3.185 2.899
H -3.084 3.049 -2.632
H -2.531 2.099 -3.919
H -1.289 2.719 -2.980
H -2.637 0.449 -0.158
H -3.675 1.584 -0.495
H -2.165 2.674 0.841
H -1.642 3.354 -0.673
H -0.151 1.047 -0.395
H 0.757 3.253 -0.853
H 1.703 2.365 -0.008
H -0.309 4.308 1.268
H 1.396 4.695 0.925
H 2.692 2.314 2.453
H 2.273 3.050 3.980
H 2.847 4.053 2.712